Record 1
# C40H41N6O4PSc

A molecular structure, C40H41N6O4PSc (ωB97M-V with the def2-TZVPD basis set, the OMol25 dataset).

Geometry (Å):
1 H 3.46980 4.41225 1.29148
2 H -1.46526 -4.13751 -3.59752
3 H -0.26250 -2.60978 2.89007
4 C 0.83314 -0.17080 -3.40910
5 H -4.41827 -0.51389 0.71101
6 H 1.29353 2.22607 -2.59492
7 H -2.25575 -0.75625 0.41962
8 O 3.76897 -6.15517 -4.24090
9 H -0.24060 -0.05526 -3.33298
10 H -1.65191 -2.29433 1.86091
11 N 1.52075 -0.01501 -2.26756
12 H -2.09599 -0.45437 -1.12982
13 Sc 0.22738 0.29057 -0.30935
14 H 2.36494 -5.00973 1.62360
15 H -1.59377 1.71537 3.54463
16 H -1.04417 2.60742 1.60206
17 O -1.86458 -2.17916 -2.09278
18 C -4.12749 3.05959 -0.61146
19 C -1.59317 4.23053 -1.15200
20 C 3.58465 -0.06816 -1.00086
21 C 3.05169 2.07522 -0.06730
22 C 2.82357 -0.53214 -4.66131
23 H 1.34854 4.62239 -2.74719
24 C 2.32914 -4.34848 -2.85911
25 C 1.50574 4.75066 2.11124
26 C 1.52875 -3.43922 -2.18922
27 N 0.87536 2.32397 0.92279
28 C -5.33530 2.62064 -0.10822
29 H 4.09000 2.34218 0.17083
30 C -4.34177 0.51207 0.36719
31 H -2.23643 0.21830 4.22034
32 H 4.36090 0.45732 1.53216
33 H 0.83616 -0.56318 -5.50614
34 H 3.33580 -0.72796 -5.59374
35 H 4.57964 0.37369 -1.14632
36 H -6.38593 0.97784 0.80337
37 C 2.10013 2.84105 0.80738
38 H 2.86548 2.36687 -1.10430
39 H -6.19508 3.27610 -0.13499
40 C -3.12517 0.96092 -0.14023
41 H 0.72683 -3.35217 0.74330
42 C -2.96760 2.26807 -0.60676
43 H -0.47298 5.97098 -1.69695
44 P -0.51435 -0.22810 2.54868
45 N 2.84012 0.62962 0.05190
46 N 1.90892 -1.72362 1.12075
47 C -0.04669 3.02870 1.58251
48 H -0.03587 -5.80917 -4.81597
49 C 1.68153 -3.03397 1.14283
50 H -2.75355 0.76672 2.61484
51 H 2.72191 0.73220 2.13238
52 C 1.73256 -5.17684 -3.79280
53 C -0.58270 2.03379 -1.54240
54 H 4.55694 -4.17493 2.48600
55 H 0.28887 -0.38519 4.86326
56 C 3.53791 -0.36611 -3.49065
57 H -0.56752 4.76587 2.71278
58 C 3.09640 -1.28490 1.54557
59 C -1.11461 -1.94859 2.74512
60 C 0.45128 2.75706 -2.16771
61 H -2.37792 4.83728 -0.72304
62 H 3.39001 -4.42548 -2.67542
63 O -0.08438 -1.62641 -0.88035
64 H 1.07534 0.92201 3.96749
65 H 4.61754 -0.43232 -3.48042
66 C 2.84710 -0.12306 -2.30880
67 H 1.75855 5.69045 2.58286
68 C -0.50686 4.88908 -1.69594
69 C 0.71469 -0.10626 3.89806
70 C 4.07572 -2.12734 2.04727
71 C 1.43965 -0.44024 -4.61875
72 C 2.45934 4.04240 1.40005
73 H 1.95521 -2.77321 -1.45419
74 C 3.81431 -3.48880 2.10145
75 H -4.09357 4.04533 -1.04945
76 C 3.30537 0.19418 1.38154
77 C 0.22049 4.23990 2.19348
78 N -2.04567 0.01293 -0.21301
79 C -1.90625 0.70009 3.29847
80 N 2.58654 -6.14264 -4.51663
81 C 0.37824 -5.13774 -4.07926
82 H 3.75260 -1.09895 -0.68107
83 C -5.44628 1.33883 0.40854
84 H -1.76763 -2.04290 3.61348
85 H 1.56030 -0.76235 3.69241
86 C 0.50940 4.13954 -2.26038
87 C -0.69169 -2.33686 -1.77623
88 H 5.02573 -1.72471 2.37263
89 C 0.16796 -3.36847 -2.45988
90 C -1.67986 2.83059 -1.11938
91 C 2.60048 -3.95496 1.62781
92 O 2.05153 -6.86309 -5.32892
93 C -0.40500 -4.21848 -3.40135

## Properties
Energy relative to the best compared isomer or geometry (same formula, charge and spin) = 21.8 kcal/mol
Highest occupied orbital energy = -10.3 eV
Net charge = +1
Calculated total energy = -89262.899 eV
HOMO-LUMO gap = 7.72 eV
E_LUMO = -2.6 eV

***

Record 2
# C40H41N6O9PZr

A molecular structure, C40H41N6O9PZr (ωB97M-V with the def2-TZVPD basis set, the OMol25 dataset).

Geometry (Å):
1 N 2.95195 2.14110 -2.29334
2 O 1.20900 1.44114 -1.05444
3 C -1.07685 -5.14254 0.48728
4 C -2.39278 -5.51934 -1.48623
5 H -0.55469 -5.54062 1.34822
6 C -2.81758 -1.02337 1.86796
7 O 0.92143 -1.30566 -1.32071
8 C -2.61250 0.10610 -2.07942
9 H 2.27384 4.45695 -3.58528
10 C -3.58562 0.71078 -2.88614
11 H 1.49173 -1.33824 -3.33004
12 C -2.38124 3.83873 3.85634
13 C -2.47047 -4.12368 -1.69413
14 O 3.18924 -1.79125 -0.51694
15 Zr -0.16710 0.15266 0.29697
16 C 3.10212 4.49722 -2.87463
17 N -1.87170 -1.87834 -0.96103
18 C 0.62561 -1.09342 -2.72446
19 C -3.60495 2.08151 -3.05838
20 H 1.34446 4.50949 0.84411
21 H -2.64865 3.93304 -2.53752
22 H -1.01176 2.89247 -1.08297
23 C -2.64733 2.85556 -2.41520
24 C -1.14509 2.41883 2.35853
25 N 1.46495 1.31387 1.57592
26 C -1.22106 4.10795 4.58003
27 H 3.10877 0.54329 -3.65745
28 H -3.24381 2.78019 2.19064
29 H 4.48533 1.63508 2.83542
30 H 2.81679 0.07921 -1.96385
31 H 4.74330 3.23231 -2.26552
32 C -1.82141 -3.24218 -0.80327
33 C 3.45293 1.63637 2.53349
34 H 4.84517 -1.61885 0.65871
35 C -3.25964 -2.20141 -2.88588
36 H 0.56516 -4.00280 -3.22542
37 H -0.22317 -1.70748 -3.01516
38 P 1.85716 -2.65557 -0.84125
39 C -2.34993 3.00733 2.75651
40 C -1.71316 -6.02041 -0.41307
41 H -3.79950 -1.75948 -3.70842
42 H 3.38754 4.94137 -0.77992
43 C -3.56503 -3.23834 4.89795
44 H -1.25256 4.75459 5.44652
45 H 2.09302 -4.87129 -3.50064
46 C -1.11972 -3.78976 0.29383
47 C 3.97270 -2.26538 0.59906
48 H 2.61044 2.81818 4.09035
49 H -3.32243 -0.47147 1.08435
50 H -4.35161 0.11590 -3.36469
51 H -3.69044 -4.19750 -3.47883
52 H -2.90038 -6.17889 -2.18014
53 C -2.81653 -2.41211 3.82310
54 C 3.81781 3.16777 -2.85053
55 C -1.42446 -2.34849 3.81198
56 C 0.80273 4.03076 0.02288
57 H -0.62230 -3.12496 0.97671
58 C -2.58454 -1.37155 -1.94306
59 C 2.81308 1.02805 1.50828
60 H 0.86177 3.75686 4.76568
61 H 0.05856 4.73558 -0.35433
62 C -0.80662 -1.64502 2.80427
63 H 0.37318 -0.04460 -2.83661
64 O 2.27226 -3.22661 -2.30189
65 H 0.30331 3.15724 0.41465
66 C -1.65515 0.85924 -1.39243
67 O -1.12430 1.60337 1.31737
68 H 1.24950 -5.01857 -1.93492
69 H 3.77786 5.29238 -3.18763
70 C 3.32997 0.77517 -2.61255
71 C 1.92720 2.39093 -1.43404
72 O -4.79661 -3.05988 4.90915
73 H -4.59168 -1.75135 2.85299
74 C -3.19218 -3.55046 -2.76568
75 O 1.49724 -1.71296 3.49845
76 C 0.68681 -1.55547 2.62136
77 H -4.36558 2.53946 -3.67773
78 H 3.20756 0.37989 0.74389
79 C -3.51031 -1.72152 2.83657
80 O -2.82038 -3.91291 5.63068
81 C 1.28308 2.08618 2.63691
82 N 2.47737 2.30413 3.23894
83 H 1.94725 5.66827 -1.48194
84 O 0.97740 -1.25408 1.36681
85 H -3.32078 4.27951 4.16536
86 N 1.73554 3.66761 -1.02770
87 C 1.49128 -4.34883 -2.76240
88 C 2.56838 4.77164 -1.48897
89 C -1.71104 2.24853 -1.59395
90 C 0.03126 2.68595 3.07969
91 N -1.48220 -1.00309 1.83795
92 H -1.67261 -7.08822 -0.24235
93 H 4.09635 2.85618 -3.85869
94 H -0.85942 -2.86960 4.57288
95 H 4.40463 0.65507 -2.45399
96 H 3.39604 -2.18996 1.52165
97 H 4.30803 -3.28950 0.43651
98 C -0.02929 3.53601 4.18888

## Properties
Energy relative to the best compared isomer or geometry (same formula, charge and spin) = 12.1 kcal/mol
Highest occupied orbital energy = -7.1 eV
Net charge = 0
Calculated total energy = -80090.081 eV
HOMO-LUMO gap = 6.86 eV
E_LUMO = -0.3 eV